1.
C15H13BrN2O5S in the gas phase. Source: OMol25; level of theory: wB97M-V/def2-TZVPD.

Calculated values
SMILES: O=C(CSCc1c[nH]c(=O)[nH]c1=O)OCC(=O)c1ccc(Br)cc1
Total energy: -109863.141 eV
Frontier orbital gap: 8.59 eV
Relative energy (zero: lowest compared OMol25 entry of this formula, charge and spin): 0.00 kcal per mole

Geometry as ORCA input:
```
! RIJCOSX wB97M-V def2-TZVPD def2/J DEFGRID3
* xyz 0 1
O -1.09566 0.03019 1.99574
C -1.99726 -0.76238 2.09508
C -3.23557 -0.57391 2.93011
S -4.72112 -0.40634 1.88318
C -4.74105 1.41604 1.65944
C -3.48608 1.89757 1.02150
C -3.19616 1.68595 -0.27771
N -2.01983 2.08686 -0.82610
C -0.99311 2.62403 -0.08185
O 0.09234 2.86019 -0.55929
N -1.32501 2.89198 1.21939
C -2.48857 2.53024 1.88189
O -2.62377 2.74887 3.06613
O -1.99789 -1.95375 1.48846
C -0.82797 -2.27446 0.75627
C -0.52025 -1.26346 -0.34990
O -1.37504 -0.55318 -0.82206
C 0.89048 -1.23759 -0.79722
C 1.42746 -0.03598 -1.26072
C 2.73960 0.03047 -1.68788
C 3.51317 -1.11808 -1.67430
Br 5.31335 -1.04607 -2.27410
C 2.99598 -2.32665 -1.23097
C 1.69068 -2.38160 -0.78446
H -3.14331 0.31605 3.55067
H -3.40296 -1.46180 3.53850
H -5.61896 1.60501 1.04432
H -4.86179 1.86951 2.64319
H -3.88426 1.17994 -0.93878
H -1.78747 1.80053 -1.76710
H -0.58060 3.26201 1.80033
H 0.02603 -2.33518 1.44004
H -1.02756 -3.25313 0.31245
H 0.82844 0.86110 -1.25124
H 3.15279 0.96718 -2.02747
H 3.61174 -3.21288 -1.23392
H 1.29146 -3.32769 -0.45314
*
```

Results of the natural (NBO) charge analysis, in e, for atoms 1 through 6:
1 O -0.61
2 C 0.80
3 C -0.65
4 S 0.21
5 C -0.53
6 C -0.24



2.
2 unconnected molecules or ions with the total composition C15H13Cl4O5 in a non-equilibrium geometry. Source: OMol25; level of theory: wB97M-V/def2-TZVPD.

Calculated values
Total energy: -76092.215 eV
Frontier orbital gap: 3.96 eV
Relative energy (zero: lowest compared OMol25 entry of this formula, charge and spin): 26.93 kcal per mole

Geometry as ORCA input:
```
! RIJCOSX wB97M-V def2-TZVPD def2/J DEFGRID3
* xyz -1 1
Cl -0.47410 5.18627 0.82556
C 0.36140 3.69617 0.95803
C -0.31551 2.49366 0.81886
Cl -1.98859 2.41838 0.52616
C 0.34524 1.24043 1.16828
O -0.14648 0.37467 1.90435
C 1.84104 1.24228 0.86996
O 2.42328 0.25230 0.42118
C 2.50374 2.50474 1.19457
Cl 4.19787 2.46352 1.36688
C 1.77807 3.68690 1.25673
Cl 2.55881 5.15772 1.63547
C 2.63147 -2.77474 1.51983
C 1.15341 -2.63467 1.74907
O 0.55186 -2.02661 0.60509
C -0.73600 -1.68235 0.86145
C -1.21164 -0.83348 -0.26464
C -2.61673 -1.05179 -0.58565
O -3.37405 -1.74131 0.09248
C -3.14564 -0.39758 -1.88925
C -2.12614 -0.29351 -3.00610
C -0.84307 0.34433 -2.45393
C -0.25235 -0.51435 -1.32226
O -1.33924 -2.05607 1.84402
H 3.05658 -3.25189 2.40780
H 2.84207 -3.40741 0.64657
H 3.08369 -1.78649 1.38241
H 0.67709 -3.61938 1.90276
H 0.95378 -1.98060 2.60865
H -4.01944 -0.96912 -2.22257
H -3.48886 0.61832 -1.64190
H -1.90836 -1.27957 -3.43342
H -2.52838 0.32849 -3.81244
H -0.08460 0.46736 -3.23697
H -1.08635 1.33603 -2.05052
H 0.64177 -0.02391 -0.91616
H 0.08434 -1.48670 -1.73033
*
```

Results of the natural (NBO) charge analysis, in e, for atoms 1 through 6:
1 Cl 0.05
2 C -0.13
3 C -0.11
4 Cl 0.10
5 C 0.38
6 O -0.43



3.
A molecular structure, C15H13CoErI2NO7S2 in a non-equilibrium geometry. Source: OMol25; level of theory: wB97M-V/def2-TZVPD.

Calculated values
Total energy: -134660.028 eV
Frontier orbital gap (alpha / beta): 6.17 / 4.38 eV
Expectation value of S²: 15.8070

Geometry as ORCA input:
```
! RIJCOSX wB97M-V def2-TZVPD def2/J DEFGRID3
* xyz 4 8
I -2.72320 2.78511 -0.46406
I -1.62857 1.34246 3.48948
Co -0.04740 -1.13538 1.69463
Er -0.86107 0.73660 -0.74801
S -2.00057 -0.91974 0.98364
C -1.95483 -0.46781 -2.88810
C 0.14543 1.56330 -3.43962
C -3.21265 -2.25476 0.44076
C -3.71461 -2.92255 1.71468
C -2.42779 -3.18608 -0.46861
C -4.33132 -1.51099 -0.29646
C 1.68001 -0.98860 1.83469
C -0.09457 -2.86515 2.01832
O 0.95159 1.56680 -4.26331
O -2.24315 -1.06056 -3.84047
O 2.83381 -1.04864 1.67091
O -0.10327 -4.03273 1.96683
H -4.48611 -3.65386 1.43859
H -4.14618 -2.17006 2.38625
H -2.90397 -3.42892 2.25453
H -3.10760 -4.00999 -0.74514
H -1.53775 -3.58494 0.04455
H -2.10616 -2.63483 -1.37118
H -5.14775 -2.21780 -0.51405
H -3.94646 -1.10045 -1.24355
H -4.72061 -0.68407 0.32032
O 1.22457 0.08293 -1.35245
C 1.73434 0.88438 -0.45884
N 0.89337 1.33270 0.52143
S 1.35789 2.82829 1.14308
O 0.68084 3.89272 0.43718
O 1.42294 2.90085 2.57364
C 2.94961 2.64531 0.38255
C 3.90192 3.68848 0.40175
C 5.06571 3.42978 -0.32191
C 5.24092 2.22431 -1.05797
C 4.23835 1.25524 -1.12284
C 3.04617 1.51320 -0.41983
H 3.71120 4.65274 0.90802
H 5.85666 4.19719 -0.35424
H 6.17139 2.05040 -1.59267
H 4.33885 0.30513 -1.66252
*
```

Results of the natural (NBO) charge analysis, in e, for atoms 1 through 6:
1 I 0.42
2 I 0.25
3 Co 0.68
4 Er 1.39
5 S -0.30
6 C 0.48



4.
A molecular structure, C15H13IrN3O3S2 in a non-equilibrium geometry. Source: OMol25; level of theory: wB97M-V/def2-TZVPD.

Calculated values
Total energy: -50876.702 eV
Frontier orbital gap (alpha / beta): 6.54 / 6.54 eV

Geometry as ORCA input:
```
! RIJCOSX wB97M-V def2-TZVPD def2/J DEFGRID3
* xyz 1 1
Ir 1.13266 -1.25206 -1.03375
C 4.75173 1.49275 -3.66949
S 3.02699 1.86479 -4.04856
C 2.11707 0.93983 -2.90267
S 2.92180 -0.29542 -1.89811
N 0.85293 1.16094 -2.86909
N 0.21636 0.33632 -1.94477
C -0.95868 0.69624 -1.57563
C -1.46246 -0.19635 -0.49328
C -2.86210 -0.62024 -0.00850
C -2.58019 -1.01755 1.47957
C -1.82708 -2.33390 1.55356
C -0.55673 -2.42941 1.13600
N 0.19854 -1.31854 0.70367
H 5.30320 1.90176 -4.51418
H 4.93715 0.42395 -3.61909
H 5.07001 1.98753 -2.75619
H -1.44076 1.57201 -1.99048
H -3.74992 -0.03599 -0.21512
H -3.49268 -1.01485 2.07037
H -2.32611 -3.21459 1.93219
H -0.03600 -3.37793 1.13407
O -2.29999 1.31438 1.66538
C -1.61108 0.08414 1.88228
C -0.93299 0.02758 3.21994
C 0.23507 0.65878 3.33540
C 0.82771 1.35750 2.17694
C 0.43938 1.09034 0.93280
C -0.55240 -0.04057 0.76615
C -1.51247 -1.58175 -1.10613
O -2.78394 -1.82352 -0.89663
O -0.67235 -2.27190 -1.65199
H -2.12585 1.91041 2.40172
H -1.42714 -0.44371 4.06036
H 0.75171 0.69959 4.28533
H 1.57635 2.11689 2.36329
H 0.85225 1.63255 0.09466
*
```

Results of the natural (NBO) charge analysis, in e, for atoms 1 through 6:
1 Ir 0.99
2 C -0.75
3 S 0.41
4 C -0.07
5 S -0.03
6 N -0.34



5.
A molecular structure, C15H13N5O2RhS2 in a non-equilibrium geometry. Source: OMol25; level of theory: wB97M-V/def2-TZVPD.

Calculated values
Total energy: -51983.526 eV
Frontier orbital gap (alpha / beta): 5.06 / 4.97 eV
Relative energy (zero: lowest compared OMol25 entry of this formula, charge and spin): 32.72 kcal per mole

Geometry as ORCA input:
```
! RIJCOSX wB97M-V def2-TZVPD def2/J DEFGRID3
* xyz 1 1
Rh -0.05210 0.12280 0.16390
N 3.81110 1.71690 -0.02260
C 4.82800 0.80460 -0.00360
C 6.15940 1.24150 -0.00260
C 7.19230 0.33420 0.00290
C 6.92870 -1.04000 -0.00090
C 5.62780 -1.49150 -0.00970
C 4.56490 -0.58480 -0.00300
S 2.92140 -1.18150 0.00960
N 1.99120 0.17320 0.11490
C 2.46890 1.45610 0.02380
C 1.50530 2.48600 0.00000
C 1.80410 3.86990 -0.00020
C 0.79160 4.78860 -0.01650
C -0.53810 4.34190 -0.01980
C -0.77660 2.98660 -0.01070
N 0.18800 2.06980 -0.01130
H 4.08530 2.69040 -0.04670
H 6.36220 2.30180 -0.00870
H 8.21300 0.68260 0.00380
H 7.74700 -1.74280 -0.00140
H 5.41390 -2.54850 -0.02390
H 2.82840 4.20710 0.01950
H 1.00660 5.84440 -0.02340
H -1.35610 5.04050 -0.02450
H -1.79200 2.61350 -0.00050
N -2.22080 -0.19110 -0.06410
C -2.50980 -1.63320 -0.02720
C -1.19290 -2.49270 -0.06470
O -1.28200 -3.68380 -0.20960
O -0.11480 -1.82370 0.07920
H -2.66120 0.26940 0.73190
H -2.59700 0.22080 -0.91810
H -3.12270 -1.95210 -0.87300
H -3.02250 -1.91240 0.89570
S 0.46700 -0.21960 4.73340
C -0.09260 0.12120 3.28470
N -0.58780 0.40740 2.25340
*
```

Results of the natural (NBO) charge analysis, in e, for atoms 1 through 6:
1 Rh 1.16
2 N -0.56
3 C 0.19
4 C -0.23
5 C -0.19
6 C -0.18



6.
A molecular structure, C15H14AlIN2O10S2. Source: OMol25; level of theory: wB97M-V/def2-TZVPD.

Calculated values
Total energy: -75615.564 eV
Frontier orbital gap: 7.47 eV
Relative energy (zero: lowest compared OMol25 entry of this formula, charge and spin): 10.31 kcal per mole

Geometry as ORCA input:
```
! RIJCOSX wB97M-V def2-TZVPD def2/J DEFGRID3
* xyz -2 1
Al 0.57437 -0.69054 -0.81956
O 3.06672 -0.22862 2.23844
C 2.47991 -0.39352 1.18417
O 1.21692 -0.36293 0.95591
C 3.29226 -0.66788 -0.08316
C 4.65665 -0.86915 -0.21422
C 5.14316 -1.15506 -1.48644
C 4.28952 -1.24390 -2.58309
C 2.93953 -1.02620 -2.36270
N 2.51997 -0.73976 -1.14738
C 1.77473 -1.13500 -3.34926
O 2.01235 -1.41930 -4.51296
O 0.64064 -0.93319 -2.79003
H 5.29210 -0.81030 0.65689
H 6.20494 -1.32370 -1.62403
H 4.63854 -1.48264 -3.57690
C 0.01300 3.71301 -1.10974
S -0.05362 2.20890 -2.04599
O 0.73738 2.43521 -3.22794
O -1.46129 1.90013 -2.24383
O 0.57130 1.22057 -1.11360
H -0.70355 4.40119 -1.55182
H 1.01883 4.11633 -1.18091
H -0.23658 3.51962 -0.07162
I 0.50612 -3.75747 1.17985
C 0.42524 -2.74551 -0.74339
H -0.49537 -3.14474 -1.17755
H 1.23676 -3.23011 -1.29065
N -1.47818 -0.48929 -0.57569
C -2.14766 -0.15290 0.67007
C -2.67998 -1.16016 1.45943
C -3.37847 -0.83448 2.61398
C -3.55550 0.49035 2.98322
C -2.98456 1.48592 2.20482
C -2.28204 1.17076 1.05144
S -4.57112 0.90557 4.40683
O -4.01107 2.15362 4.90940
O -4.42399 -0.23151 5.30626
O -5.91356 1.04734 3.85595
H -1.82501 -1.39623 -0.87467
H -1.75604 0.19941 -1.28544
H -2.53406 -2.19821 1.18151
H -3.79398 -1.60963 3.24329
H -3.10189 2.51672 2.51062
H -1.86341 1.94728 0.43051
*
```

Results of the natural (NBO) charge analysis, in e, for atoms 1 through 6:
1 Al 1.90
2 O -0.64
3 C 0.77
4 O -0.79
5 C 0.14
6 C -0.22